No. 1
The following is a DFT calculation (the ωB97M-V functional and the def2-TZVPD basis) of C4H12N2O in the gas phase.

Its energy above the lowest of the compared OMol25 structures with the same formula, charge and spin is 60.91 kcal per mole. The charge is 0. As for the gap between HOMO and LUMO: 9.30 eV. As for the SMILES: CNC[C@H](N)CO.

The geometry in XYZ format:
```
19
C4H12N2O | the Open Molecules 2025 dataset | the ωB97M-V functional and the def2-TZVPD basis
C -2.31 0.07 1.73
N -1.26 -0.58 1.01
C -0.70 0.30 -0.08
C 0.68 -0.29 -0.34
N 1.59 -0.18 0.78
C 1.29 0.28 -1.59
O 1.79 -0.86 -2.31
H -3.35 -0.28 1.28
H -2.19 1.16 1.44
H -2.32 -0.12 2.79
H -0.46 -0.90 1.63
H -1.39 0.19 -0.96
H -0.66 1.36 0.21
H 0.44 -1.40 -0.54
H 1.78 0.80 1.08
H 2.50 -0.59 0.74
H 0.49 0.62 -2.15
H 2.16 1.03 -1.42
H 1.93 -0.62 -3.32
```


No. 2
The following is a DFT calculation (the ωB97M-V functional and the def2-TZVPD basis) of 3 unconnected molecules or ions with the total composition C36H49FN4O9P.

The charge is +1. As for the gap between HOMO and LUMO: 6.46 eV.

The geometry in XYZ format:
```
100
C36H49FN4O9P | the Open Molecules 2025 dataset | the ωB97M-V functional and the def2-TZVPD basis
C 4.29 -2.54 -4.06
O 3.37 -1.76 -4.79
C 3.85 -1.35 -6.06
C 4.98 -0.32 -6.03
C 4.47 1.12 -6.12
C 3.63 1.49 -4.88
C 4.40 2.25 -3.78
C 4.19 1.65 -2.37
C 3.72 2.68 -1.35
C 3.16 2.10 -0.04
N 2.51 0.78 -0.21
P 3.46 -0.68 0.14
O 3.57 -1.64 -0.95
C 1.30 0.66 -0.68
N 0.60 1.72 -1.17
C -0.46 2.30 -0.28
C -0.85 3.71 -0.75
C -2.17 3.74 -1.53
N -3.25 3.02 -0.86
C -3.62 1.80 -1.58
C -4.50 0.87 -0.81
C -4.71 0.94 0.56
C -5.49 0.01 1.22
C -6.10 -1.00 0.50
C -5.91 -1.09 -0.87
C -5.11 -0.17 -1.51
O -4.88 -0.24 -2.87
N 0.80 -0.66 -0.73
C 0.42 -1.08 -2.09
C -0.98 -0.70 -2.52
O -1.89 -1.48 -2.50
C -0.22 -1.04 0.28
C 0.24 -0.86 1.70
O 0.38 -1.71 2.50
F 0.52 0.44 2.00
H 3.74 -3.09 -3.31
H 5.03 -1.93 -3.54
H 4.81 -3.25 -4.71
H 2.99 -0.97 -6.61
H 4.19 -2.25 -6.60
H 5.60 -0.46 -5.14
H 5.63 -0.51 -6.88
H 3.83 1.19 -7.01
H 5.31 1.79 -6.23
H 2.76 2.07 -5.18
H 3.24 0.56 -4.48
H 3.99 3.26 -3.76
H 5.46 2.31 -4.02
H 5.15 1.22 -2.05
H 3.50 0.81 -2.47
H 4.57 3.30 -1.06
H 3.01 3.37 -1.81
H 2.47 2.79 0.43
H 3.98 1.94 0.66
H 2.91 -1.14 1.34
H 4.67 -0.06 0.47
H 1.20 2.43 -1.56
H -1.34 1.66 -0.34
H -0.10 2.33 0.74
H -0.07 4.14 -1.37
H -0.93 4.37 0.11
H -2.48 4.77 -1.68
H -2.01 3.33 -2.53
H -2.96 2.77 0.08
H -4.08 2.09 -2.52
H -2.71 1.24 -1.87
H -4.25 1.74 1.14
H -5.64 0.06 2.29
H -6.74 -1.73 0.99
H -6.38 -1.89 -1.43
H -4.46 -1.09 -3.06
H 1.12 -0.62 -2.79
H 0.54 -2.16 -2.15
H -1.14 0.34 -2.86
H -0.39 -2.11 0.17
H -1.18 -0.53 0.15
C 2.00 -3.21 5.49
C 1.54 -4.09 4.60
C 2.20 -5.41 4.42
O 1.78 -6.20 3.60
C 3.38 -5.71 5.26
C 3.84 -4.83 6.14
C 3.19 -3.51 6.33
O 3.61 -2.71 7.13
H 1.54 -2.24 5.64
H 0.68 -3.89 3.98
H 3.84 -6.68 5.10
H 4.71 -5.03 6.77
C -6.26 1.67 5.49
C -6.82 2.16 6.60
C -7.15 1.29 7.75
O -7.65 1.74 8.75
C -6.84 -0.16 7.62
C -6.29 -0.65 6.52
C -5.95 0.22 5.37
O -5.45 -0.23 4.36
H -6.01 2.28 4.64
H -7.05 3.21 6.71
H -7.09 -0.78 8.48
H -6.06 -1.71 6.40
```


F_max readings, ordered: 0.06589, 0.01929 hartree/bohr